No. 1
{"formula": "C6H6", "method": "the ωB97M-V functional and the def2-TZVPD basis", "species": ["C", "C", "C", "C", "C", "C", "H", "H", "H", "H", "H", "H"], "positions_angstrom": [[-0.165, -0.037, -0.933], [1.061, -0.150, -0.586], [3.148, -0.753, 0.804], [-1.472, -0.003, -1.003], [2.149, -0.414, 0.031], [-2.257, 0.685, 0.087], [2.990, -1.569, 1.505], [-3.186, 1.121, -0.289], [-1.653, 1.466, 0.557], [-2.001, -0.534, -1.792], [4.111, -0.258, 0.805], [-2.523, -0.040, 0.867]], "atomic_forces_ev_per_a": [[0.056, -0.089, 0.089], [-0.075, -0.116, 0.196], [-0.020, 0.039, -0.051], [0.177, 0.008, 0.008], [-0.122, -0.046, 0.001], [-0.108, 0.081, 0.056], [0.137, 0.027, -0.095], [0.115, -0.001, 0.010], [-0.151, -0.110, -0.083], [0.083, 0.103, 0.076], [-0.079, 0.023, -0.066], [-0.012, 0.081, -0.141]], "mulliken_charge": [-0.226, 0.853, -1.017, -0.513, 0.159, -0.957, 0.233, 0.310, 0.321, 0.330, 0.252, 0.253], "total_charge": 0, "e_homo_ev": -8.60, "gap_ev": 9.19, "smiles": "C=C=C=C=CC"}

No. 2
{"formula": "C6H6", "method": "the ωB97M-V functional and the def2-TZVPD basis", "species": ["C", "C", "C", "C", "C", "C", "H", "H", "H", "H", "H", "H"], "positions_angstrom": [[-0.362, 0.257, 0.084], [0.981, 0.823, 0.160], [1.727, -0.238, -0.186], [-0.131, -1.018, -0.290], [1.219, -1.578, -0.486], [-1.675, 0.911, 0.338], [-2.496, 0.209, 0.171], [-1.807, 1.776, -0.323], [1.500, -2.322, 0.260], [-1.723, 1.276, 1.371], [1.341, 1.820, 0.403], [1.428, -1.915, -1.501]], "atomic_forces_ev_per_a": [[-0.191, -0.541, -0.168], [0.452, -0.425, -0.177], [1.545, 0.880, 0.212], [-1.364, -0.158, 0.098], [-0.248, 0.415, 0.055], [-0.065, 0.043, 0.023], [0.115, 0.102, 0.029], [-0.020, -0.108, 0.097], [-0.032, 0.064, -0.089], [-0.043, -0.030, -0.138], [-0.121, -0.263, -0.059], [-0.028, 0.020, 0.118]], "mulliken_charge": [0.807, -0.543, -0.389, -0.711, 0.177, -1.129, 0.314, 0.293, 0.244, 0.291, 0.394, 0.250], "total_charge": 0, "e_homo_ev": [-8.34, -8.27], "gap_ev": [8.47, 8.31]}

No. 3
{"formula": "C6H6", "method": "the ωB97M-V functional and the def2-TZVPD basis", "species": ["C", "C", "C", "C", "C", "C", "H", "H", "H", "H", "H", "H"], "positions_angstrom": [[-0.448, 1.282, 0.360], [1.066, -0.500, 0.391], [-1.190, -0.824, -0.644], [-0.373, -0.164, 0.469], [2.244, -0.740, 0.310], [-0.334, 2.479, 0.188], [-0.746, -0.454, 1.455], [0.659, 2.798, -0.037], [3.291, -0.949, 0.246], [-2.229, -0.493, -0.568], [-0.802, -0.525, -1.622], [-1.139, -1.909, -0.548]], "atomic_forces_ev_per_a": [[-0.091, 0.247, 0.070], [0.485, -0.166, 0.010], [-0.123, -0.174, -0.085], [-0.105, -0.213, 0.088], [-0.555, 0.079, 0.041], [0.492, -1.017, 0.037], [-0.008, -0.204, -0.052], [0.146, 1.587, -0.205], [-0.253, 0.030, 0.010], [0.111, -0.130, -0.030], [-0.041, -0.076, 0.189], [-0.059, 0.037, -0.074]], "mulliken_charge": [-0.378, -0.881, -1.280, 0.728, 0.202, -0.351, 0.209, 0.300, 0.422, 0.361, 0.318, 0.349], "total_charge": 0, "e_homo_ev": -10.16, "gap_ev": 11.03, "smiles": "C#CC(C)C#C"}

Computed values of relative energy (zero: lowest compared OMol25 entry of this formula, charge and spin) (unit: eV) for the preceding records, in sequence: 3.897 5.910 4.935.